ORCA calculation (ωB97M-V/def2-TZVPD) on an isolated molecule of C3H7N3.

Output
- ΔE to the lowest compared entry with this formula, charge and spin (kcal/mol) = 66.36
- SMILES = CN(C)NC#N
- total charge = 0
- F_max (eV/A) = 6.21

Last column: Mulliken charge in e.
CARTESIAN COORDINATES (ANGSTROEM)
H -0.220 2.024 -0.624  0.406
H 1.964 -0.368 -0.310  0.316
C 0.954 -1.274 1.317  0.381
H -1.805 0.056 -1.632  0.276
H 1.300 1.620 0.442  0.245
N 0.873 -1.509 2.417  -0.371
H -0.465 1.453 1.064  0.270
C -1.206 -0.518 -0.815  -0.833
H -1.776 -0.572 0.056  0.391
N 0.094 0.093 -0.585  -0.016
C 0.129 1.319 0.099  -0.889
N 1.092 -0.873 -0.072  -0.457
H -0.934 -1.450 -1.358  0.282



ORCA calculation (ωB97M-V/def2-TZVPD) on a cluster of 8 separate species, C41H69BrN8O4 in total.

Output
- calculated total energy (Ha) = -4916.46890
- SMILES = C#CC[C@](CON=O)(C[C@@H](C)Br)OC(=O)CC(C)C.CCCC#N.CCCC#N.CCCC#N.CCCC#N.CCCC#N.CCCC#N.CCCC#N
- total charge = 0
- F_max (eV/A) = 0.90

Last column: Mulliken charge in e.
CARTESIAN COORDINATES (ANGSTROEM)
O -0.415 -0.930 -4.023  -0.335
C 4.379 -2.007 1.041  -1.299
H -0.202 -0.856 -9.952  0.322
N -0.269 4.934 -2.136  -0.564
H -1.367 -3.424 -5.494  0.448
H -3.861 1.246 5.748  0.178
C -0.542 -4.568 -3.849  0.678
C 0.104 -0.281 -2.841  2.472
O 1.677 -2.149 -3.059  0.069
C -0.332 3.846 6.684  -0.482
N -1.259 2.909 8.935  -0.487
H -1.830 5.819 1.967  0.321
H 4.478 -2.617 0.147  0.002
H 0.550 0.829 5.164  0.258
C -4.864 4.566 6.069  0.130
N -3.938 4.491 5.396  -0.330
H 8.969 -4.648 -1.621  0.339
C -3.889 0.494 4.957  -0.164
H -2.249 -2.226 -7.927  0.316
C -3.167 -0.782 5.407  -0.349
H 8.672 -5.337 -3.221  0.295
C -1.054 0.197 -1.919  -1.599
H 1.187 0.783 -4.385  0.468
O 3.398 -2.138 -4.318  -0.359
H -2.134 -0.539 5.664  0.143
H 0.445 6.909 0.222  0.356
C -0.333 2.755 5.607  0.393
H 1.172 0.920 -0.576  0.083
H 0.669 6.027 1.738  0.279
H -0.917 -5.472 -1.949  0.524
H -0.637 3.963 0.817  0.206
H -0.125 7.602 1.735  0.356
C 6.188 -4.617 -2.152  -0.133
H -1.194 -5.317 -4.304  0.658
N 0.437 -3.620 -8.627  -0.480
C 8.571 -5.515 -2.149  -1.145
H -4.207 -2.145 4.073  0.336
C 1.690 1.813 -2.546  0.192
C -3.265 1.071 3.768  0.086
H -4.935 0.284 4.727  0.395
H 2.779 1.040 1.645  0.066
C -0.838 3.328 7.954  0.203
H 4.002 -0.235 -0.093  0.102
H -5.722 4.453 7.956  0.282
H -1.991 -1.810 1.072  0.420
C -1.272 4.655 0.260  -0.124
H 6.764 -6.678 -2.270  0.322
H -2.673 -0.989 -9.117  0.388
H 6.218 -4.440 -3.229  0.306
C 0.554 1.568 5.964  -1.303
C -2.289 -1.151 -8.108  -1.299
H 1.589 1.878 6.122  0.393
H -2.037 6.662 0.443  0.327
C 1.094 -1.223 -2.139  -0.984
C 7.118 -5.774 -1.770  -0.500
H 3.920 -2.624 1.817  0.395
C -3.185 -1.876 4.348  -1.022
C 6.567 -3.377 -1.476  0.227
H -2.257 4.198 0.163  0.323
H -0.968 4.680 6.381  0.312
H -1.746 -3.936 -2.104  0.354
C -0.711 4.815 -1.084  0.311
H 0.006 3.190 4.665  0.281
H 9.192 -6.372 -1.890  0.343
C -1.653 -1.282 0.205  0.955
H -2.661 -1.555 3.447  0.076
C 0.117 -1.046 -8.925  -0.475
H -0.124 1.665 -3.632  0.354
H -8.031 4.811 4.964  0.335
H 0.592 2.544 -0.851  -0.749
H -6.794 3.703 4.359  0.329
C 2.706 -0.493 3.043  0.187
H -8.371 3.085 4.837  0.326
C -0.918 -0.508 -7.931  0.210
N 2.167 -1.020 3.908  -0.496
H 5.381 -1.729 1.368  0.436
H 1.657 2.843 -2.900  0.671
C 3.374 0.169 1.923  -0.333
H -2.688 -2.774 4.716  0.402
C -0.823 -4.457 -2.352  -1.541
H 5.156 -4.847 -1.880  0.192
H -1.945 0.241 -2.552  0.576
H 0.276 -2.977 -5.121  0.190
H 1.518 -4.873 -3.185  0.185
C 0.884 -5.149 -4.030  -1.418
H -1.011 0.571 -8.061  0.372
H -6.451 5.641 6.876  0.320
N -2.756 1.529 2.848  -0.424
N 6.864 -2.409 -0.937  -0.502
H -3.646 -1.145 6.318  0.360
H 0.599 -1.821 -1.370  0.349
Br 3.570 1.324 -2.847  -0.140
N 3.080 -1.947 -3.219  0.193
H 0.034 -4.023 -1.830  0.084
H -6.683 2.598 6.603  0.232
O -2.293 -2.012 -3.418  -0.583
H -7.938 3.665 7.205  0.315
C -0.016 6.670 1.181  -1.158
C 1.427 1.870 -1.043  -0.534
H -1.355 2.408 5.447  -0.319
C -1.371 5.997 0.994  -0.565
H -0.568 -0.679 -6.910  -0.233
C -1.205 -2.051 -3.930  0.290
H 1.911 -0.690 -1.651  -0.233
C -7.601 3.815 5.085  -1.156
C -1.389 -0.616 -0.752  -1.099
H 1.359 -4.797 -4.946  0.367
C -6.044 4.630 6.930  -0.411
C -0.673 -3.248 -4.665  -0.563
H -3.004 -0.726 -7.404  0.353
H 1.082 -0.560 -8.779  0.319
C 0.302 -2.488 -8.769  0.264
C 3.536 -0.779 0.731  0.738
H 0.853 -6.240 -4.068  0.401
H 2.549 -1.098 0.390  -0.233
H 4.349 0.523 2.263  0.463
H -0.882 1.216 -1.575  0.461
C -7.101 3.602 6.509  -0.346
H 2.285 2.315 -0.537  0.687
H 0.206 1.073 6.873  0.351
C 0.726 1.007 -3.422  -2.185
H 7.046 -5.955 -0.696  0.301
H 0.679 4.228 6.838  0.351



ORCA calculation (ωB97M-V/def2-TZVPD) on an isolated molecule of C8H9N.

Output
- ΔE to the lowest compared entry with this formula, charge and spin (kcal/mol) = 87.80
- SMILES = C/C=C/C1=C(C#N)[C@@H]1C
- total charge = 0
- F_max (eV/A) = 5.17

Last column: Mulliken charge in e.
CARTESIAN COORDINATES (ANGSTROEM)
C -0.679 0.211 1.384  0.078
H -0.227 2.185 0.792  0.377
H 0.538 -2.828 2.177  0.456
H -1.569 -1.908 1.794  0.287
C -0.929 0.325 4.003  0.401
C -0.502 1.253 0.400  -0.638
H 1.518 -1.606 1.273  0.264
H -0.935 2.400 -2.290  0.249
C -0.680 -1.266 1.686  -0.156
H 0.486 1.242 -2.792  0.317
H 0.800 2.538 -1.588  0.312
H -0.166 -0.160 -1.148  0.413
N -1.000 0.638 5.116  -0.486
C 0.491 -2.141 1.420  -1.243
C 0.065 1.836 -1.961  -1.047
C -0.251 0.849 -0.921  0.043
C -0.777 -0.122 2.710  0.051
H 0.263 -2.667 0.499  0.321



ORCA calculation (ωB97M-V/def2-TZVPD) on a structure of composition C2H6NO3.

Output
- ΔE to the lowest compared entry with this formula, charge and spin (kcal/mol) = 68.90
- total charge = -1
- F_max (eV/A) = 4.15

Last column: Mulliken charge in e.
CARTESIAN COORDINATES (ANGSTROEM)
C 0.542 0.422 0.017  0.071
O -3.267 0.233 0.925  -0.708
O 1.727 0.077 0.198  -0.635
H -2.155 0.472 -0.911  0.197
H 3.004 -1.326 -1.427  0.240
N -0.584 -0.080 0.380  -0.331
C -2.284 0.747 0.211  -0.045
H -0.660 -0.774 1.178  0.192
H -1.901 1.809 0.549  0.140
H 2.273 -1.076 -0.038  0.428
H 0.476 1.420 -0.392  0.285
O 2.829 -1.923 -0.690  -0.833